# 1
The following is a quantum chemistry calculation of C3H6S as an isolated structure at a distorted geometry, from the Open Molecules 2025 dataset.

Element x y z (Å)
S: -0.5023 -1.0993 -0.0132
C: 0.7621 0.1256 -0.0060
C: -1.7513 0.0075 0.0129
C: 1.9776 -0.3525 -0.0169
H: -2.1122 0.6540 1.0181
H: 2.2742 -1.4367 0.1716
H: 0.4079 1.1096 -0.1044
H: 2.8852 0.2046 0.0065
H: -1.1342 1.0803 -0.5631
H: -2.8069 -0.2931 -0.5056

Properties
LUMO energy = 1.00 eV
DFT total energy = -14040.3420 eV
HOMO = -8.16 eV

# 2
The following is a quantum chemistry calculation of the molecule C3H6S2 at a distorted geometry, from the Open Molecules 2025 dataset.

Element x y z (Å)
S: 1.8321 -1.6660 0.7516
S: 0.5956 1.8472 -0.1130
C: 0.6092 -0.5868 1.0003
C: -0.4699 0.3100 0.4859
C: -0.8448 -0.3290 -0.8804
H: -1.2757 0.4737 -1.6237
H: 1.5699 1.0745 -0.6584
H: 0.2812 -0.5413 -1.2469
H: -1.4017 0.5128 1.1657
H: 0.9315 0.0949 1.9635
H: -1.8274 -1.1900 -0.8447

Properties
LUMO energy = -0.76 eV
DFT total energy = -24875.0447 eV
Structure (SMILES) = C[C@H](S)C=S
HOMO = -8.62 eV

# 3
The following is a quantum chemistry calculation of C3H6S2 as an isolated structure at a distorted geometry, from the Open Molecules 2025 dataset.

Element x y z (Å)
S: 1.5042 -0.5997 0.3394
S: -0.1221 1.3191 -0.9530
C: -0.8912 -0.3016 -0.7808
C: 1.1265 1.1152 0.2144
C: -0.3420 -1.0128 0.4527
H: -0.3794 -2.0513 0.5729
H: -0.7211 -0.9838 -1.6501
H: 0.6635 1.3599 1.0886
H: -0.7629 -0.4069 1.2494
H: 1.9530 1.7816 0.0994
H: -2.0286 -0.2197 -0.6327

Properties
LUMO energy = 0.86 eV
DFT total energy = -24877.9471 eV
HOMO = -8.61 eV

# 4
The following is a quantum chemistry calculation of the molecule C3H6S2 at a distorted geometry, from the Open Molecules 2025 dataset.

Element x y z (Å)
S: -0.9424 -0.8982 -0.0449
S: 0.9041 1.3971 -0.0153
C: -2.0731 0.5464 0.0552
C: 0.6467 -0.2331 -0.0579
C: 1.7137 -1.2809 0.0499
H: 1.2549 -2.2424 0.2267
H: -2.0547 1.2443 -0.7906
H: -2.9804 -0.0539 0.0256
H: -2.0219 1.1449 1.0476
H: 2.4440 -1.3107 -0.7775
H: 2.2470 -0.9579 0.9470

Properties
LUMO energy = 0.04 eV
DFT total energy = -24878.2119 eV
Structure (SMILES) = CSC(C)=S
HOMO = -8.50 eV

# 5
The following is a quantum chemistry calculation of C3H6S2 as an isolated structure at a distorted geometry, from the Open Molecules 2025 dataset.

Element x y z (Å)
S: -1.6401 1.1321 -0.2536
S: 1.4925 0.6562 -1.4202
C: -0.5024 -1.3825 -0.0381
C: 1.0333 0.6461 0.4654
C: -0.2982 0.1003 0.0482
H: -1.4089 -1.5824 -0.5299
H: 0.4527 -1.6594 -0.5732
H: 0.9919 1.7511 0.6577
H: 1.7604 -0.0029 1.0558
H: -0.6475 -1.9881 0.8408
H: -1.2337 2.3295 -0.2529

Properties
LUMO energy (spin up / spin down) = -0.38 / -0.38 eV
DFT total energy = -24876.4125 eV
HOMO (spin up / spin down) = -8.10 / -8.10 eV

# 6
The following is a quantum chemistry calculation of a 34-piece molecular cluster, C3H76B2O37PS overall at a distorted geometry, from the Open Molecules 2025 dataset.

Element x y z (Å)
S: 4.6512 1.7371 -1.1491
P: 2.9835 1.4096 -2.1627
O: -1.9913 0.9782 0.2640
O: -3.6801 -4.7643 0.2339
O: -1.4808 3.2001 -0.3195
O: 2.4263 -1.0778 -2.0118
O: 0.1621 1.0219 -4.8400
O: 0.4753 -7.7489 -3.6954
O: -3.0346 5.6328 0.2219
O: 0.1689 -0.8667 -2.5385
O: 4.4756 -1.3695 5.1945
O: 1.2103 -0.8343 2.4573
O: -3.3921 0.0774 2.6302
O: -6.5750 2.7957 -2.0922
O: 4.1550 0.2266 2.7359
O: 4.8303 1.7158 -5.2608
O: -2.6804 7.9421 -1.7815
O: -1.1249 -10.4073 3.6810
O: 2.9120 -6.2603 -3.5099
O: -0.8832 -2.1825 0.7405
O: 0.6590 -5.1421 -1.6515
O: 3.5437 3.0343 1.8897
O: 1.2688 1.9987 4.8261
O: -2.3056 -2.6883 -1.6225
O: 7.4545 3.8387 -1.1821
O: -2.3427 -7.9856 2.1051
O: -0.4092 8.2625 7.9793
O: -3.7580 -3.9793 -3.8079
O: -1.3724 -6.7573 -0.2307
O: 1.4854 -4.5236 -5.1606
O: -0.3237 5.4103 -2.6946
O: 3.1602 -9.1348 -4.9009
O: 2.4728 -3.8273 5.2002
O: -3.8051 3.2871 2.1369
O: -0.1401 5.5518 0.4572
O: -0.4834 6.3238 5.7919
O: -3.9399 4.0535 -1.8031
O: -1.4639 6.4873 2.8051
O: 1.0459 4.6190 3.1530
C: 1.9676 0.0864 -1.3856
C: -0.3489 1.3724 -1.7411
C: 0.4175 0.0667 -1.5153
B: -1.2838 1.8486 -0.5689
B: 1.1659 -1.9453 -2.1352
H: 3.7746 -1.2894 5.8499
H: -3.3084 3.5801 -1.2460
H: 4.2313 1.6658 -6.0113
H: 3.2428 1.0076 -3.4714
H: 1.3315 -3.8574 -4.4708
H: -1.2727 -7.6221 0.1810
H: -4.7878 3.5987 -1.6839
H: -2.2589 -6.7421 -0.6051
H: -1.1886 6.7515 6.2891
H: 4.2454 3.1385 2.5378
H: 0.4039 0.2410 -4.3045
H: 0.1266 7.5261 7.6619
H: -0.6727 6.1043 -3.2613
H: -3.7831 0.9211 2.3667
H: 1.0426 -8.2775 -3.1233
H: -4.2782 -4.3131 -0.3707
H: -0.7986 7.1676 2.6540
H: -0.7096 0.8041 -5.1795
H: -6.6954 2.7264 -3.0443
H: 4.0137 2.7704 1.0805
H: 0.6920 -1.1105 1.6852
H: 0.9344 0.0564 2.6927
H: 0.7512 -4.4490 -5.7734
H: 2.3096 -6.0119 -4.2281
H: -1.7871 -2.0320 0.4367
H: -7.2508 3.4106 -1.7914
H: -3.5975 -4.8406 -3.4117
H: 6.6409 3.3226 -1.0761
H: 0.3265 2.1996 -2.0000
H: -0.8967 6.0606 4.9607
H: 1.2157 -2.8743 -2.9255
H: 2.2184 0.1832 -0.3070
H: -0.8473 7.9345 8.7699
H: 2.8873 -8.2542 -4.6037
H: -3.2839 3.1963 1.3255
H: -0.2047 -10.2505 3.9095
H: -0.3942 -8.1525 -3.6356
H: -0.9906 1.2418 -2.6287
H: 1.4252 2.4305 5.6693
H: 1.9242 4.8368 2.8132
H: -0.9653 -2.6184 1.5948
H: 4.4021 -0.6006 3.1609
H: -0.1327 5.8631 -1.8649
H: 1.0623 -5.8828 -2.1157
H: -2.9077 -4.1811 0.2088
H: 3.6253 -5.6191 -3.5714
H: 5.4923 2.3716 -5.4947
H: -2.3741 -7.0582 1.8309
H: 0.9862 5.0069 4.0328
H: -1.9023 6.4279 1.9462
H: -2.7467 -2.6194 -2.4763
H: -0.7841 3.7133 -0.7479
H: 0.0883 -0.3879 -0.5844
H: 1.0673 2.7201 4.2151
H: 1.8827 -3.4510 4.5382
H: 2.2863 2.6208 -2.2943
H: 2.5268 -9.3670 -5.5846
H: -3.5612 7.8283 -2.1481
H: 3.3396 0.0217 2.2641
H: 5.2815 -1.1334 5.6629
H: -1.5014 0.6234 1.0040
H: -1.5487 -2.0827 -1.6942
H: -4.5588 -4.0614 -4.3315
H: 0.9095 -2.3434 -1.0098
H: -2.7024 7.4727 -0.9376
H: 8.0350 3.5018 -0.4946
H: -1.0882 5.6138 0.2842
H: -1.4111 -9.5870 3.2634
H: 3.1749 -3.1729 5.2756
H: -3.8901 -0.1921 3.4062
H: -3.8456 5.8042 0.7115
H: -3.1566 3.5803 2.7858
H: -0.1008 5.1225 1.3261
H: -2.8377 -8.0100 2.9306
H: -3.3174 5.2980 -0.6543
H: 0.1691 -5.5041 -0.9105

Properties
LUMO energy = 1.35 eV
DFT total energy = -101586.4427 eV
HOMO = -5.13 eV
Net charge = -1

# 7
The following is a quantum chemistry calculation of a 34-piece molecular cluster, C3H76B2O37PS overall at a distorted geometry, from the Open Molecules 2025 dataset.

Element x y z (Å)
S: 4.9395 0.9134 -0.3157
P: 3.4396 1.1015 -1.5984
O: 1.1212 1.8458 -4.6864
O: 0.7556 5.3133 1.3222
O: 2.4369 -1.2241 -1.9378
O: 1.4635 -4.3830 -6.1456
O: 3.3165 -2.8732 5.4620
O: 0.8579 -4.8710 5.0002
O: 1.1047 5.5714 -1.8835
O: 0.0842 -4.8562 -2.3501
O: 5.8938 1.5271 -4.2334
O: -0.8107 8.4423 -0.7269
O: -3.9992 -2.8597 -4.7687
O: -4.4327 -4.0912 -0.8763
O: 2.3296 -8.9963 -5.7094
O: -3.6387 -7.7341 0.5673
O: -0.6479 6.2296 3.6548
O: -2.9608 -10.5156 1.9055
O: 1.4149 3.8015 4.0891
O: 3.7382 1.9219 2.8491
O: -2.2760 -6.3218 -1.4246
O: -2.1262 6.2386 0.9538
O: -5.6492 4.2712 -2.8186
O: 0.1063 6.9240 9.1849
O: 0.3712 -0.5238 -2.7293
O: -2.9050 4.9198 -1.9529
O: -3.9610 4.1546 2.4824
O: -0.8761 3.4373 -0.0796
O: 3.6455 -0.9662 3.2650
O: -4.8384 0.9764 2.5030
O: -1.3432 -1.9943 0.1488
O: -1.8812 1.3089 0.0247
O: -0.0953 5.3614 6.7310
O: 2.4054 -6.1962 -4.0976
O: -2.5840 -2.0196 -2.3379
O: 8.0779 2.3396 0.4471
O: -0.2136 -7.2087 -4.7317
O: 0.9987 0.9325 5.3533
O: 0.7339 -1.1844 2.2093
C: 0.5853 0.2328 -1.5601
C: 0.1193 1.6919 -1.6438
C: 2.0922 -0.0945 -1.2107
B: -0.9121 2.1325 -0.5387
B: 1.0818 -1.8053 -2.3420
H: -1.5059 0.8167 0.7609
H: -2.0764 -10.5254 2.2830
H: -0.1063 5.6289 1.0257
H: -3.5963 -3.6299 -0.7266
H: -4.8672 1.9281 2.3437
H: -0.0430 -0.2408 -0.8034
H: -3.5411 -6.7787 0.4454
H: 1.1215 0.9428 -4.3228
H: -1.0637 7.9396 0.0577
H: 2.1672 -8.1002 -5.3806
H: 0.9764 1.7476 4.8346
H: 1.0280 6.3856 -2.3890
H: 1.3031 4.0625 5.0109
H: -3.3259 4.1011 3.2047
H: -1.5856 -2.5176 0.9221
H: -4.8953 -3.4911 -1.4695
H: -0.3688 1.8676 -2.6074
H: -0.7585 5.8498 7.2312
H: 0.1697 6.7384 3.6775
H: 0.9690 2.3777 -1.6061
H: -3.4312 3.9611 1.6982
H: -5.4838 0.8308 3.2003
H: 3.9337 0.8881 -2.8871
H: -4.0133 -3.7788 -4.4843
H: -5.6226 4.3017 -3.7803
H: 2.3571 3.9216 3.9106
H: 0.1599 -7.8669 -4.1346
H: 0.4938 6.1378 8.7817
H: -1.7538 -1.5165 -2.2598
H: -4.2274 -7.8184 1.3251
H: 3.6695 -1.8784 3.5733
H: 1.9884 -5.8529 -4.9003
H: -1.1367 -7.4591 -4.8253
H: 0.3932 -4.3191 4.3627
H: 1.2402 5.8684 -0.9771
H: -0.4536 5.3232 5.8362
H: -2.1830 -1.6739 -0.2099
H: 0.2480 -1.3056 1.3769
H: 4.0879 -2.8748 6.0369
H: -2.4313 6.1386 0.0384
H: -1.0023 6.4192 2.7763
H: 0.5643 -0.2815 2.4940
H: 6.6971 2.0553 -4.2442
H: 1.6556 -4.3698 5.2010
H: -3.1015 -6.1580 -1.8925
H: 4.3561 1.8018 3.5747
H: -2.4950 4.2906 -1.3468
H: 2.1486 -0.1898 -0.1142
H: 3.2241 -5.6973 -4.0254
H: -3.8318 4.6463 -2.0138
H: 1.7677 -9.0699 -6.4855
H: -6.2193 5.0035 -2.5638
H: 5.4548 1.7213 -5.0674
H: 0.8727 -4.3310 -6.9007
H: -3.0756 -9.6105 1.5949
H: 1.0530 -2.6778 -3.1747
H: 8.4637 1.7770 1.1240
H: 2.5701 -2.7631 6.0609
H: 7.1676 2.0175 0.3663
H: 0.6373 -2.2820 -1.3106
H: 2.8716 -0.9272 2.6870
H: -1.6453 8.6910 -1.1342
H: -2.3307 -7.2379 -1.1308
H: 0.5483 4.7964 2.1141
H: -2.8597 6.6565 1.4209
H: -2.9224 -1.7811 -3.2077
H: -4.7593 -2.7580 -5.3486
H: 1.1153 1.2307 6.2593
H: 3.0281 2.4465 -1.5657
H: -0.5346 -5.2278 -1.7115
H: 0.3008 1.8917 -5.1844
H: 1.3006 -3.5769 -5.6381
H: 0.4341 -5.6049 -2.8459
H: -0.0155 3.8126 -0.3073
H: -0.4924 6.5843 9.8572
H: 4.2555 1.7028 2.0557

Properties
LUMO energy = 1.32 eV
DFT total energy = -101585.3709 eV
HOMO = -4.76 eV
Net charge = -1

# 8
The following is a quantum chemistry calculation of an isolated ion of composition C3H7BBr2F and charge -1, from the Open Molecules 2025 dataset.

Element x y z (Å)
Br: -1.9021 0.9278 -1.4744
Br: 0.7774 -2.3904 0.2357
F: 2.7601 -0.1026 -1.1144
C: 0.3549 -0.6479 -0.6747
C: -1.0245 -0.2757 -0.1483
C: -1.0323 0.4035 1.2029
B: 1.5799 0.4195 -0.4736
H: -2.0491 0.5193 1.5809
H: -0.4530 -0.2116 1.8942
H: -0.5508 1.3781 1.1470
H: 1.2036 1.4576 -1.0233
H: -1.6972 -1.1308 -0.1630
H: 0.2554 -0.9658 -1.7137
H: 1.7776 0.6189 0.7248

Properties
LUMO energy = 3.21 eV
DFT total energy = -146706.4995 eV
HOMO = -4.96 eV
Net charge = -1

# 9
The following is a quantum chemistry calculation of the molecule C3H7BO at a distorted geometry, from the Open Molecules 2025 dataset.

Element x y z (Å)
O: 1.6048 -0.8236 -0.6553
C: -0.2893 0.2140 0.4500
C: -1.1994 1.3603 0.8801
C: 0.8823 0.1957 -0.1365
B: 0.9283 -1.7932 -1.1537
H: -0.2588 -1.6731 -1.3651
H: -0.6090 -0.8657 0.7041
H: 1.4305 1.2280 -0.3455
H: -1.2338 1.9683 0.0329
H: -0.7186 1.9506 1.7946
H: 1.6750 -2.8078 -1.5008
H: -2.2120 1.0465 1.2953

Properties
LUMO energy = 0.90 eV
DFT total energy = -5946.8286 eV
Structure (SMILES) = BO/C=C/C
HOMO = -9.55 eV

# 10
The following is a quantum chemistry calculation of C3H7Br2NO as an isolated structure at a distorted geometry, from the Open Molecules 2025 dataset.

Element x y z (Å)
Br: 2.2585 -0.1903 1.5140
Br: 0.6002 2.5484 1.4659
O: -2.0469 0.3580 1.0929
N: 1.4297 1.1393 0.5543
C: 0.6526 -0.7060 -1.4969
C: -0.0235 0.2312 -0.5871
C: -1.0596 -0.4204 0.3704
H: -0.4354 1.2355 -0.7833
H: -1.8865 0.5033 2.0531
H: -0.0713 -0.9804 -2.2030
H: 1.2112 -1.5075 -0.8309
H: 1.3571 -0.0310 -2.1173
H: -1.4690 -1.1046 -0.2852
H: -0.5173 -1.0756 1.2532

Properties
LUMO energy (spin up / spin down) = -0.26 / -0.26 eV
DFT total energy = -146842.3247 eV
HOMO (spin up / spin down) = -8.50 / -8.50 eV